(1)
Formula: CF4LuO3P
Source: the OMol25 dataset
Level of theory: ωB97M-V/def2-TZVPD

The geometry in XYZ format:
```
10
Properties=species:S:1:pos:R:3
C 0.932 -1.505 -0.644
O -0.612 -0.781 0.085
O 1.530 -0.402 -0.764
O 1.100 -2.653 -0.823
Lu -1.285 -0.940 2.424
P -0.258 0.825 -0.126
F -1.601 1.658 0.128
F -0.011 0.850 1.595
F 0.765 2.037 -0.161
F -0.561 0.911 -1.714
```

charge	+1
Kohn-Sham gap (alpha / beta)	0.280 / 0.302	Ha
expectation value of S²	0.7506
HOMO (alpha / beta)	-13.77 / -15.62	eV
multiplicity	2

What are the natural (NBO) partial charges on each atom? They are as follows, in elementary charge units: 1.031 -1.170 -0.629 -0.452 1.863 2.598 -0.548 -0.663 -0.499 -0.532


(2)
Formula: CF4N2O
Source: the OMol25 dataset
Level of theory: ωB97M-V/def2-TZVPD

The geometry in XYZ format:
```
8
Properties=species:S:1:pos:R:3
C 0.219 -0.123 -0.570
N 0.960 -0.127 0.753
N -1.101 0.269 -0.347
O 0.729 -0.419 -1.588
F 0.265 -0.268 1.899
F 1.791 -1.195 0.864
F -1.162 1.185 0.703
F -1.820 0.845 -1.392
```

SMILES	O=C(N(F)F)N(F)F
ΔE to the lowest compared entry with this formula, charge and spin	706.9	kJ/mol
Kohn-Sham gap	0.407	Ha
HOMO	-11.36	eV

What are the natural (NBO) partial charges on each atom? They are as follows, in elementary charge units: 0.664 0.255 0.256 -0.453 -0.185 -0.187 -0.184 -0.167


(3)
Formula: CF4NO
Source: the OMol25 dataset
Level of theory: ωB97M-V/def2-TZVPD

The geometry in XYZ format:
```
7
Properties=species:S:1:pos:R:3
C 1.692 0.098 -0.067
N -1.556 0.206 -0.354
O 1.869 1.090 -0.511
F 2.060 -0.962 0.385
F -2.032 -0.984 -0.502
F -0.076 -0.256 0.309
F -1.957 0.809 0.740
```

charge	+1
ΔE to the lowest compared entry with this formula, charge and spin	42.3	kJ/mol
Kohn-Sham gap	0.424	Ha
HOMO	-18.90	eV

What are the natural (NBO) partial charges on each atom? They are as follows, in elementary charge units: 1.229 0.730 -0.282 -0.134 -0.058 -0.411 -0.073


(4)
Formula: CF4NO2S2Sc
Source: the OMol25 dataset
Level of theory: ωB97M-V/def2-TZVPD

The geometry in XYZ format:
```
11
Properties=species:S:1:pos:R:3
Sc 2.292 -1.669 0.382
F 2.065 -0.910 -1.638
N -0.094 1.161 -0.611
S 1.076 1.175 -1.648
O 0.559 1.477 -2.979
S 0.072 0.789 0.982
O 1.107 -0.304 1.244
C -1.503 -0.255 1.043
F -1.613 -0.699 2.281
F -2.529 0.506 0.730
F -1.431 -1.271 0.212
```

charge	+2
ΔE to the lowest compared entry with this formula, charge and spin	0.0	kJ/mol
Kohn-Sham gap	0.226	Ha
HOMO	-18.82	eV

What are the natural (NBO) partial charges on each atom? They are as follows, in elementary charge units: 2.384 -0.693 -1.014 1.581 -0.659 1.406 -1.057 0.847 -0.270 -0.242 -0.282


For each record above, in turn, the calculated max |F| values are 0.09795 0.04550 0.06929 0.10287 hartree/bohr.